Entry 1:
Below is 2 unconnected molecules or ions with the total composition C18H21N2O2 at a distorted geometry, with properties calculated with ωB97M-V/def2-TZVPD.

```
43
Properties=species:S:1:pos:R:3:nbo_charge:R:1
C -0.715 -2.384 -2.474 -0.72
C 0.613 -1.755 -2.426 0.30
N 0.810 -0.444 -2.449 -0.24
C 2.099 0.169 -2.450 0.07
C 3.351 -0.422 -2.456 -0.19
C 4.471 0.437 -2.459 -0.19
C 4.315 1.835 -2.458 -0.16
C 3.042 2.417 -2.456 -0.20
C 1.931 1.572 -2.452 0.02
C 0.519 1.847 -2.451 0.03
C -0.173 0.606 -2.447 0.07
C -1.559 0.570 -2.450 -0.18
C -2.252 1.797 -2.452 -0.19
C -1.568 3.024 -2.454 -0.15
C -0.171 3.058 -2.454 -0.20
H -0.553 -3.469 -2.472 0.26
H -1.334 -2.156 -1.596 0.27
H -1.290 -2.148 -3.379 0.28
H 1.514 -2.366 -2.462 0.23
H 3.430 -1.508 -2.458 0.22
H 5.473 0.012 -2.462 0.24
H 5.196 2.477 -2.459 0.24
H 2.874 3.494 -2.458 0.24
H -2.079 -0.384 -2.455 0.23
H -3.339 1.796 -2.454 0.24
H -2.127 3.960 -2.456 0.24
H 0.408 3.982 -2.458 0.24
C -2.851 0.372 5.948 -0.63
C -1.816 -0.679 5.657 -0.08
O -1.468 -0.605 4.260 -0.49
C -0.582 -1.565 3.953 0.78
C -0.169 -1.559 2.492 -0.32
N -1.345 -1.804 1.673 -0.81
O -0.160 -2.382 4.744 -0.58
H -3.117 0.327 7.006 0.22
H -2.478 1.380 5.749 0.21
H -3.769 0.208 5.377 0.21
H -0.918 -0.519 6.266 0.19
H -2.209 -1.679 5.874 0.19
H 0.250 -0.569 2.281 0.21
H 0.587 -2.351 2.412 0.19
H -1.074 -1.906 0.698 0.33
H -1.769 -2.684 1.966 0.36
```

The total charge is +1. The calculation puts the largest force on an atom at 2.5 eV/A. For the lowest unoccupied orbital energy, the calculation gives -0.18991 Eh.



Entry 2:
Below is a single C17H15N3O3S molecule at a distorted geometry, with properties calculated with ωB97M-V/def2-TZVPD.

```
39
Properties=species:S:1:pos:R:3:nbo_charge:R:1
C 5.572 2.403 4.787 -0.63
C 4.866 1.781 3.624 0.01
C 4.665 0.403 3.585 -0.22
C 4.001 -0.184 2.523 -0.16
C 3.538 0.615 1.495 -0.37
S 2.656 -0.119 0.134 2.31
O 2.829 -1.543 0.150 -0.93
O 2.927 0.590 -1.077 -0.93
N 1.071 0.253 0.635 -0.83
C -0.033 0.121 -0.210 0.07
C 0.013 0.524 -1.548 -0.19
C -1.121 0.406 -2.320 -0.25
C -2.284 -0.108 -1.734 0.49
O -3.381 -0.164 -2.523 -0.47
C -4.551 -0.782 -2.168 0.25
C -5.680 -0.395 -2.891 -0.21
C -6.888 -1.012 -2.628 -0.25
C -6.923 -1.999 -1.653 0.01
N -5.855 -2.376 -0.974 -0.40
C -4.697 -1.790 -1.216 -0.02
N -2.335 -0.477 -0.467 -0.47
C -1.242 -0.373 0.269 0.03
C 3.725 1.983 1.508 -0.17
C 4.390 2.562 2.575 -0.17
H 6.447 1.819 5.062 0.22
H 4.908 2.434 5.651 0.23
H 5.882 3.419 4.559 0.22
H 5.036 -0.211 4.392 0.22
H 3.847 -1.250 2.465 0.24
H 0.909 -0.164 1.542 0.40
H 0.932 0.905 -1.960 0.25
H -1.134 0.699 -3.357 0.23
H -5.586 0.375 -3.642 0.23
H -7.779 -0.733 -3.168 0.22
H -7.841 -2.515 -1.406 0.19
H -3.859 -2.134 -0.630 0.22
H -1.348 -0.696 1.297 0.19
H 3.358 2.567 0.680 0.24
H 4.545 3.631 2.594 0.21
```

Its SMILES is Cc1ccc(S(=O)(=O)Nc2ccc(Oc3cccnc3)nc2)cc1. The calculation puts the largest force on an atom at 1.1 eV/A. For the lowest unoccupied orbital energy, the calculation gives 0.01441 Eh.



Entry 3:
Below is 3 unconnected molecules or ions with the total composition C5H16O2 at a distorted geometry, with properties calculated with ωB97M-V/def2-TZVPD.

```
23
Properties=species:S:1:pos:R:3:nbo_charge:R:1
C -1.576 0.606 2.110 -0.64
C -2.077 0.459 0.669 -0.24
C -0.990 0.115 -0.529 -0.27
C 0.490 0.283 -0.129 -0.40
C 1.157 1.439 -0.892 -0.63
H -2.414 0.995 2.687 0.28
H -0.640 1.176 2.182 0.23
H -1.377 -0.394 2.511 0.23
H -2.652 1.323 0.343 0.25
H -2.730 -0.425 0.662 0.27
H -1.144 -0.912 -0.868 0.25
H -1.219 0.876 -1.292 0.26
H 0.649 0.421 0.925 0.29
H 0.971 -0.652 -0.428 0.31
H 1.944 2.064 -0.508 0.26
H 1.746 1.017 -1.661 0.27
H 0.452 2.181 -1.368 0.24
H 2.003 -3.325 1.576 0.49
H 0.610 -2.674 1.530 0.47
O 1.547 -2.493 1.411 -0.95
H 1.289 -0.067 -3.173 0.46
H 1.996 -1.270 -2.476 0.47
O 1.961 -0.743 -3.280 -0.90
```

The total charge is +1. The calculation puts the largest force on an atom at 2.7 eV/A. For the lowest unoccupied orbital energy (alpha / beta), the calculation gives -0.11192 / -0.38474 Eh. Its spin multiplicity is 2.



Entry 4:
Below is a molecular structure, CH5O2P at a distorted geometry, with properties calculated with ωB97M-V/def2-TZVPD.

```
9
Properties=species:S:1:pos:R:3:nbo_charge:R:1
C -1.354 0.209 -0.523 -0.99
O 1.366 0.073 -0.020 -0.55
O 2.824 0.129 0.075 -0.43
P -0.405 -1.315 -0.253 0.80
H -0.969 1.075 -0.020 0.27
H -2.412 0.134 0.032 0.26
H -1.391 0.472 -1.496 0.23
H 2.738 0.332 0.967 0.46
H -0.398 -1.109 1.239 -0.03
```

The calculation puts the largest force on an atom at 4.4 eV/A. For the lowest unoccupied orbital energy (alpha / beta), the calculation gives -0.03872 / -0.03872 Eh.